# 1
Density functional theory data (the ωB97M-V functional and the def2-TZVPD basis) for C3H5FN2S as an isolated structure at a distorted geometry.

Geometry as XYZ:
```
12
Properties=species:S:1:pos:R:3:forces:R:3:mulliken_charge:R:1
C 1.468913 0.209873 -0.581728 6.335 -1.025 -0.261 0.081
C -0.557471 -0.545284 0.779715 0.156 -2.157 -2.152 -0.141
C -1.777015 -0.882712 0.237229 0.228 -0.214 4.567 -0.077
H -1.330540 1.759871 -0.836409 -0.608 0.583 -0.106 0.176
H 1.718267 1.043216 -1.420218 0.030 -1.751 2.157 0.227
H 3.267800 -0.267377 -0.277308 0.113 -0.662 -0.582 0.244
H -0.147551 -1.083588 1.885737 -1.027 2.148 -3.798 0.287
H -2.441971 -1.247630 1.371799 0.774 0.838 -4.629 0.223
N 0.192450 0.319515 -0.301530 -3.839 -1.630 4.697 -0.063
N 2.374497 -0.711612 -0.056926 -3.893 4.235 -1.635 -0.629
F -2.231902 -0.420833 -1.022115 0.506 -1.169 3.193 -0.214
S -0.535473 1.826556 0.221749 1.224 0.803 -1.450 -0.114
```
Positions in Å, forces in eV/Å.

Computed properties:
HOMO level: -9.105 eV
Charge: 0
Electronic energy: -724.65443 a.u.
Energy relative to the best compared isomer or geometry (same formula, charge and spin): 5.7742 eV
Maximum force: 6.42 eV Å⁻¹
Frontier orbital gap: 9.32 eV

# 2
Density functional theory data (the ωB97M-V functional and the def2-TZVPD basis) for C21H34BeBr6ClF7LiN5O12P2S3 as an isolated structure at a distorted geometry.

Geometry as XYZ:
```
93
Properties=species:S:1:pos:R:3:forces:R:3:mulliken_charge:R:1
N 0.601035 -3.997581 2.072499 -0.605 -1.054 0.475 -0.280
C 0.351385 -2.685131 2.022690 0.852 -0.397 -2.072 -0.165
N 0.761866 -2.043289 0.875271 -1.018 1.962 3.051 -0.168
C 0.338117 -0.780993 1.145932 0.716 -1.067 -0.895 -0.170
P 0.727980 0.401785 -0.184693 0.190 0.290 -1.053 0.646
O 1.653445 -0.456047 -1.197985 -1.404 1.524 1.683 -0.111
Br -1.192146 0.810067 -1.215875 1.131 0.078 0.700 0.045
N -0.272858 -0.646103 2.334357 0.313 1.739 -0.832 0.878
C -0.854001 0.589059 2.890543 -1.141 0.194 1.349 -0.147
C -2.373775 0.429794 3.202254 -0.293 -0.347 -0.648 -0.852
C -3.270738 -0.015757 1.998108 -0.846 -0.273 0.403 0.075
C -3.745037 -1.503539 2.216197 -0.668 1.313 -0.034 -0.900
S -4.479544 -2.219449 0.703381 1.650 -0.497 -1.255 1.265
O -3.692351 -3.378327 0.387778 -0.883 -0.523 0.798 -0.609
O -4.506392 -1.256175 -0.356104 -0.761 0.601 0.773 -0.588
O -6.001685 -2.638222 1.112366 1.158 0.294 0.011 -0.508
N -0.241027 -1.863444 2.897652 0.058 -1.242 -0.091 -0.131
H 0.500119 -4.504643 1.191641 0.105 0.408 0.047 0.250
H 0.943651 -4.510912 2.871364 -0.431 0.259 0.096 0.225
H 1.124056 -1.280997 -1.436337 -0.218 -0.507 -0.106 0.020
H -0.665593 1.415659 2.182923 -0.077 -0.561 0.130 -0.160
H -0.369925 0.866026 3.852011 0.128 -0.307 -0.700 0.177
H -2.754116 1.395523 3.571282 0.432 -0.357 -0.049 0.246
H -2.538099 -0.314930 4.012531 0.347 0.530 -0.219 0.485
H -4.205788 0.580553 2.022186 0.688 -0.097 -0.194 0.531
H -2.822492 0.145793 1.004256 -0.042 -0.213 0.500 -0.073
H -2.886343 -2.102716 2.551854 -0.693 -0.326 -0.426 0.200
H -4.560556 -1.478476 2.964514 0.618 -0.251 -0.146 0.502
H -6.191681 -3.469745 0.640352 0.081 0.138 0.123 0.384
H -0.595135 -2.127532 3.810083 -0.085 0.499 -0.077 0.236
C -2.565127 4.530805 1.292657 -0.094 0.130 0.115 -0.364
Br -2.684194 4.214839 3.188242 0.065 0.119 -0.163 0.068
Br -0.774070 4.215535 0.640298 -0.488 0.128 0.083 0.011
Br -3.882499 3.512259 0.308341 0.172 0.007 0.049 -0.052
H -2.785566 5.578432 1.127723 0.004 -0.074 0.030 0.375
Cl 1.657423 2.224494 0.754749 -0.308 -2.047 -0.965 -0.242
F 7.429172 -2.937834 -3.138438 0.023 -0.004 -0.023 -0.321
C 6.450010 -2.905430 -2.217665 -0.297 0.011 0.263 0.220
C 5.488471 -1.915857 -2.288028 0.019 0.167 -0.188 -0.521
C 4.475668 -1.886147 -1.340403 0.081 -0.087 0.085 -0.350
C 4.444051 -2.838612 -0.331002 0.004 -0.027 -0.095 0.621
C 5.419136 -3.823537 -0.269614 -0.100 0.109 -0.016 -0.368
C 6.427124 -3.862469 -1.221789 0.202 -0.201 0.014 -0.463
H 5.535575 -1.177676 -3.078546 0.017 -0.036 -0.005 0.485
H 3.713254 -1.121261 -1.389181 0.175 -0.069 -0.037 0.476
H 3.651401 -2.816757 0.419175 0.178 0.023 -0.399 -0.523
H 5.395006 -4.563332 0.521563 0.025 0.003 -0.032 0.367
H 7.191624 -4.628245 -1.195604 0.008 0.038 -0.023 0.425
C -0.896721 9.188003 4.817778 0.422 1.087 -0.029 0.617
F -0.878993 9.078327 3.487410 -0.138 -0.347 0.179 -0.217
F 0.365250 9.454046 5.211276 -0.137 -0.206 0.044 -0.247
F -1.623666 10.281548 5.116149 -0.053 -0.248 0.034 -0.239
S -1.561648 7.682371 5.623242 0.116 -0.376 -0.918 1.037
O -0.663306 6.635835 5.229606 0.164 0.142 0.253 -0.596
O -2.900220 7.564992 5.117128 -0.166 0.282 0.291 -0.651
N -1.422346 8.194396 7.120961 -0.260 -0.425 -0.117 -0.307
S -1.914334 7.169456 8.226038 -0.093 -1.666 0.323 1.019
O -1.099541 5.996245 8.413350 -2.270 0.797 -0.650 -0.545
O -3.331649 6.962827 8.316528 -0.151 0.648 -0.064 -0.628
C -1.517819 8.237153 9.656303 -0.456 0.345 0.655 0.557
F -2.177685 9.415762 9.616731 0.244 0.060 -0.149 -0.255
F -0.187319 8.548204 9.680248 0.348 0.882 0.062 -0.283
F -1.805184 7.680146 10.821588 0.109 -0.177 -0.350 -0.206
O 1.122431 -3.704878 -4.742820 1.578 -3.072 -1.825 -0.754
P 0.833140 -3.375067 -6.179655 -3.916 7.285 1.412 1.127
O 1.575721 -1.912784 -6.307049 0.235 -0.710 -0.278 -0.390
C 2.997906 -1.882138 -6.373384 0.207 0.035 -0.111 -0.293
C 3.515616 -2.375907 -7.713704 -0.012 -0.107 -0.039 -1.009
O -0.723690 -2.868201 -6.010121 0.202 -0.995 -0.446 -0.356
C -1.506263 -3.271131 -4.880091 -0.107 0.313 0.337 -0.491
C -1.459687 -2.221145 -3.792292 -1.340 0.155 -0.357 -0.725
O 0.562348 -3.392925 -7.841525 1.936 -2.720 1.096 -0.320
C 0.398738 -4.689721 -8.444070 -0.281 -0.244 -0.254 -0.312
C -0.836189 -5.410359 -7.934315 -0.035 0.031 0.154 -1.062
H 3.422749 -2.470018 -5.553186 -0.017 0.025 0.030 0.277
H 3.298861 -0.843451 -6.227784 -0.153 0.003 0.048 0.337
H 3.320040 -3.444508 -7.839275 0.074 0.004 -0.010 0.208
H 4.592701 -2.217970 -7.793056 -0.017 -0.014 0.040 0.422
H 3.019456 -1.858216 -8.535201 0.020 0.040 0.058 0.252
H -1.182396 -4.244934 -4.508609 0.143 0.105 0.057 0.316
H -2.536396 -3.392342 -5.225700 0.086 0.050 -0.191 0.403
H -0.440769 -1.927262 -3.565426 0.041 -0.206 -0.049 0.121
H -1.948204 -2.601190 -2.845251 0.215 0.671 -2.032 0.242
H -1.983004 -1.313464 -4.116958 -0.063 -0.065 -0.167 0.274
H 1.296612 -5.287167 -8.260086 -0.012 -0.033 -0.132 0.299
H 0.318847 -4.533686 -9.520410 0.071 0.178 0.071 0.358
H -0.735325 -5.661863 -6.874199 -0.010 -0.048 -0.013 0.302
H -0.994542 -6.338358 -8.486562 0.050 0.029 0.008 0.423
H -1.720392 -4.780580 -8.033264 0.047 0.001 -0.056 0.244
Li 0.680361 10.404596 9.233076 -0.348 -1.037 -0.149 0.932
Be 2.824177 -2.807968 2.370081 0.979 0.176 0.604 0.044
Br 1.275779 6.010539 8.822853 2.636 0.068 0.424 -0.667
Br -0.742276 -2.836667 -1.201863 1.126 -0.716 2.177 -0.403
```
Positions in Å, forces in eV/Å.

Computed properties:
HOMO level: -5.131 eV
Charge: 0
Electronic energy: -20499.79091 a.u.
Maximum force: 8.39 eV Å⁻¹
Frontier orbital gap: 1.43 eV

# 3
Density functional theory data (the ωB97M-V functional and the def2-TZVPD basis) for C5H9NO as an isolated structure at a distorted geometry.

Geometry as XYZ:
```
16
Properties=species:S:1:pos:R:3:forces:R:3:mulliken_charge:R:1
C 1.832967 0.119709 0.689895 -0.090 0.001 0.029 -1.470
C 0.745397 -0.098141 -0.347402 -0.028 -0.080 0.022 0.183
N -0.117312 -1.337286 -0.233249 -0.794 0.711 -0.352 -0.528
C -1.085523 -0.174132 0.979444 1.594 -3.304 0.029 -0.737
C -0.670743 0.532892 -0.272819 0.269 0.002 -0.339 0.678
O -1.067380 1.846975 -0.481765 0.241 0.287 0.145 -0.568
C -1.098212 -0.631721 -1.158574 -0.104 0.042 -0.563 -0.491
H 2.583098 -0.677485 0.622334 -0.154 0.130 -0.018 0.343
H 2.341817 1.072626 0.501326 -0.090 -0.157 0.013 0.366
H 1.440789 0.137364 1.710415 0.081 0.001 -0.157 0.330
H 1.168564 -0.058897 -1.360392 -0.113 0.019 0.123 0.403
H -0.327061 -0.986664 1.328600 -1.047 2.112 1.387 0.311
H -2.136242 -0.477469 1.039162 0.204 0.106 0.038 0.277
H -0.735033 2.374470 0.261404 -0.151 -0.090 -0.246 0.355
H -0.746643 -0.646455 -2.196666 -0.060 0.050 -0.091 0.287
H -2.128481 -0.995779 -1.081712 0.242 0.172 -0.020 0.261
```
Positions in Å, forces in eV/Å.

Computed properties:
HOMO level: -8.689 eV
Charge: 0
Electronic energy: -325.71389 a.u.
Energy relative to the best compared isomer or geometry (same formula, charge and spin): 6.0862 eV
Maximum force: 3.67 eV Å⁻¹
Frontier orbital gap: 9.11 eV

# 4
Density functional theory data (the ωB97M-V functional and the def2-TZVPD basis) for a 2-piece molecular cluster, C4H15N2O overall at a distorted geometry.

Geometry as XYZ:
```
22
Properties=species:S:1:pos:R:3:forces:R:3:mulliken_charge:R:1
C -0.849594 -1.811506 0.614369 -0.723 0.379 -1.382 -1.419
C -0.265016 -0.464504 0.248723 0.534 -0.098 -0.504 0.124
C -1.096486 0.351601 -0.721352 1.419 0.326 -0.863 -0.799
C -0.259953 1.563938 -1.283138 -2.952 1.699 1.427 -0.552
N 0.207009 2.456292 -0.190607 -0.071 -1.338 0.324 -0.603
N -0.066809 0.300912 1.557015 0.825 -0.637 0.292 -0.252
H -1.685161 -1.675071 1.320187 0.720 -0.507 0.495 0.494
H -0.055396 -2.545353 0.768272 -0.599 -0.042 0.721 0.301
H -1.428637 -2.103638 -0.268595 0.396 -0.404 -0.041 0.341
H 0.756188 -0.562305 -0.140323 -0.486 -0.190 -0.028 0.332
H -1.409854 -0.147410 -1.654413 0.345 -0.677 0.684 0.383
H -2.043727 0.615669 -0.239319 0.205 0.663 -0.074 0.399
H -1.136848 2.119529 -1.661117 0.795 0.130 -0.757 0.426
H 0.498410 1.480538 -2.061876 -0.271 -0.905 0.071 0.306
H -0.051601 3.413044 -0.360359 0.549 0.200 0.075 0.191
H 1.185591 2.293055 -0.001707 0.196 0.814 -0.237 0.252
H 0.875640 0.102709 1.912917 -0.279 -0.368 0.063 0.350
H -0.734930 -0.103148 2.220556 0.064 0.839 0.141 0.386
H -0.036792 1.326755 1.435973 -0.926 0.269 -0.387 0.358
H 3.175227 -1.890750 -0.785960 0.144 0.298 -0.128 0.280
H 2.152427 -2.829391 -0.250505 -0.175 0.179 -0.015 0.278
O 2.270304 -1.890973 -0.458745 0.289 -0.628 0.124 -0.576
```
Positions in Å, forces in eV/Å.

Computed properties:
HOMO level: -13.554 eV
Charge: +1
Electronic energy: -345.89774 a.u.
Energy relative to the best compared isomer or geometry (same formula, charge and spin): 1.3053 eV
Maximum force: 3.69 eV Å⁻¹
Frontier orbital gap: 10.61 eV

# 5
Density functional theory data (the ωB97M-V functional and the def2-TZVPD basis) for a 2-piece molecular cluster, C7H14O overall at a distorted geometry.

Geometry as XYZ:
```
22
Properties=species:S:1:pos:R:3:forces:R:3:mulliken_charge:R:1
C -2.748201 -0.085793 0.246328 -0.133 0.962 1.138 -0.589
C -2.244137 -0.530826 -0.883215 0.532 -0.904 -0.587 -0.260
C -1.012144 -0.033584 -1.550199 0.607 1.732 0.768 0.459
C -0.958552 1.004248 -2.388440 -0.184 -0.582 -1.607 -0.984
C 0.312344 -0.603388 -1.070955 -0.352 -2.274 -1.336 -0.959
C 0.987778 -0.049450 0.171563 0.026 1.461 0.741 -0.116
C 0.659152 1.436256 0.510304 -0.755 -0.976 0.121 -1.161
H -2.314498 0.762160 0.772458 0.214 0.106 -0.430 0.159
H -3.590619 -0.439594 0.829119 -0.120 -0.644 -0.600 0.277
H -2.576660 -1.455211 -1.358106 -0.483 0.119 0.207 0.299
H -0.047279 1.213172 -2.945792 0.353 0.054 0.621 0.286
H -1.770637 1.501849 -2.915690 -0.480 -0.169 0.786 0.328
H 0.160860 -1.699022 -1.004585 -0.165 0.247 0.769 0.357
H 0.992255 -0.686044 -1.930469 0.108 1.020 0.122 0.451
H 2.063355 -0.006315 -0.009302 0.031 -0.547 0.046 0.334
H 0.794505 -0.631319 1.073507 0.025 -0.300 -0.177 0.249
H 0.501627 1.941693 -0.432457 0.387 0.680 0.053 0.270
H 1.414517 1.835735 1.169489 0.571 0.379 -0.312 0.409
H -0.251896 1.582671 1.100135 -0.169 -0.370 -0.300 0.192
O 3.422426 -1.072712 3.599069 0.958 -0.209 0.028 -0.650
H 4.294963 -1.338503 3.246775 -0.709 0.216 0.292 0.320
H 2.843435 -1.078560 2.840348 -0.262 0.001 -0.343 0.330
```
Positions in Å, forces in eV/Å.

Computed properties:
HOMO level: -9.674 eV
Charge: 0
Electronic energy: -350.27486 a.u.
Energy relative to the best compared isomer or geometry (same formula, charge and spin): 2.3022 eV
Maximum force: 2.66 eV Å⁻¹
Frontier orbital gap: 10.46 eV

# 6
Density functional theory data (the ωB97M-V functional and the def2-TZVPD basis) for a 2-piece molecular cluster, C5H6O2S overall at a distorted geometry.

Geometry as XYZ:
```
14
Properties=species:S:1:pos:R:3:forces:R:3:mulliken_charge:R:1
C 0.920425 0.496185 0.210512 -0.455 -1.128 -0.608 -0.422
C -0.331318 0.307569 1.088497 -1.603 3.184 -0.776 -0.224
C -0.202623 -0.597770 -0.043718 0.580 0.748 -0.894 0.887
C -1.024582 -0.257669 -1.186904 -1.794 -0.125 -1.388 -0.916
C -1.809728 -0.017199 -2.088618 -0.229 -0.980 0.233 0.125
H 2.729912 0.680030 -2.137634 -2.568 1.718 1.893 0.090
H 1.773355 0.031983 0.658921 0.485 -0.045 0.323 0.315
H -1.114414 1.156068 0.926592 1.191 -1.652 0.558 0.326
H 0.103390 0.779133 2.917637 -1.136 -4.374 -1.959 0.405
H 0.487512 -2.160190 1.062507 -1.988 1.118 -3.895 0.377
H -2.632355 -0.052247 -2.858986 1.661 0.418 1.320 0.397
O -0.179934 -0.169869 2.369005 1.400 4.282 2.451 -0.549
O 0.021835 -1.946914 0.082733 2.116 -1.427 3.878 -0.611
S 1.258527 1.750891 -1.000544 2.340 -1.737 -1.137 -0.200
```
Positions in Å, forces in eV/Å.

Computed properties:
HOMO level: -8.580 eV
Charge: 0
Electronic energy: -742.51489 a.u.
Energy relative to the best compared isomer or geometry (same formula, charge and spin): 7.3471 eV
Maximum force: 5.13 eV Å⁻¹
Frontier orbital gap: 7.21 eV